1.
{"formula": "C3H8O2S", "method": "ωB97M-V/def2-TZVPD", "e_tot_ha": -667.57672, "gap_ev": 9.948, "de_lowest_kcal_mol": 128.1, "smiles": "C=CC.OOS", "charge": 0, "e_lumo_ev": 0.617, "symbols": ["C", "C", "C", "O", "O", "S", "H", "H", "H", "H", "H", "H", "H", "H"], "positions_angstrom": [[0.26139, -1.37342, -1.57444], [0.18037, -1.13987, 0.97157], [0.58880, -0.78208, -0.44619], [0.55808, 3.71442, 1.92213], [-0.53812, 2.84338, 1.47362], [-1.92396, 3.53382, 1.25479], [0.68930, -1.17411, -2.52209], [-1.66808, 4.13181, 0.00526], [-0.76075, -1.81877, -1.70392], [0.73030, -0.47960, 1.65082], [0.35547, -2.26979, 1.03260], [-0.93234, -1.00698, 1.01182], [1.31359, 0.02059, -0.37851], [0.92291, 3.04094, 2.55928]], "forces_ev_per_angstrom": [[-2.566, 0.059, -0.390], [-1.549, -1.280, -1.573], [1.068, 0.444, 1.232], [0.078, -0.984, 1.040], [1.614, -1.541, -0.170], [-1.190, 1.831, -1.229], [0.645, 0.587, -0.612], [-0.366, -0.542, 1.025], [1.266, -0.591, 0.598], [-0.376, -0.693, 0.213], [0.021, 1.715, 0.691], [0.852, 0.013, 0.601], [0.626, -0.231, -0.760], [-0.124, 1.211, -0.665]], "lowdin_charge": [-0.0368, -0.1156, -0.2695, -0.1035, -0.7067, 0.7856, 0.0295, -0.0893, 0.0758, 0.0596, 0.0971, 0.0812, 0.0832, 0.1093]}


2.
{"formula": "C4H50BBr2O24P", "method": "ωB97M-V/def2-TZVPD", "e_tot_ha": -7502.31662, "gap_ev": 8.175, "de_lowest_kcal_mol": 64.0, "charge": 0, "e_lumo_ev": -1.436, "symbols": ["C", "C", "Br", "C", "Br", "B", "C", "P", "O", "O", "O", "H", "H", "H", "H", "H", "H", "H", "H", "O", "H", "H", "O", "H", "H", "O", "H", "H", "O", "H", "H", "O", "H", "H", "O", "H", "H", "O", "H", "H", "O", "H", "H", "O", "H", "H", "O", "H", "H", "O", "H", "H", "O", "H", "H", "O", "H", "H", "O", "H", "H", "O", "H", "H", "O", "H", "H", "O", "H", "H", "O", "H", "H", "O", "H", "H", "O", "H", "H", "O", "H", "H"], "positions_angstrom": [[-1.19759, 1.24325, 2.49569], [-1.95689, 0.07934, 1.62564], [-1.55633, -1.85163, 2.12961], [-2.91752, 0.32587, 0.48942], [-3.80935, -1.25676, -0.43921], [-3.25021, 1.87734, 0.03749], [-2.09444, 2.79093, -0.69359], [-1.26010, 1.97242, -2.21004], [-0.69967, 3.18758, -3.10909], [0.04176, 0.97544, -1.61280], [-2.37417, 1.08592, -3.21277], [-0.19439, 1.59267, 1.95115], [-0.93202, 0.84032, 3.58787], [-1.82227, 2.22388, 2.66478], [-4.30008, 2.40233, 0.25457], [-2.48601, 3.87752, -0.98418], [-1.23458, 2.97540, 0.09984], [0.01366, 0.09326, -2.08752], [-2.90184, 0.42761, -2.67199], [-1.78863, -5.05356, 0.99476], [-1.92137, -5.44687, 1.87036], [-1.88463, -4.10168, 1.14874], [-4.60718, -0.15815, 3.27313], [-5.41711, -0.68155, 3.17791], [-4.15589, -0.26842, 2.42273], [-4.75566, -3.18777, -3.13218], [-4.28073, -3.06218, -2.29692], [-4.09119, -3.57174, -3.72382], [3.08190, 0.89168, -1.17580], [2.20317, 1.20533, -1.43745], [3.28322, 0.19571, -1.81929], [-2.53621, 5.80734, -4.40176], [-2.04182, 5.90113, -5.22987], [-2.02203, 5.16174, -3.89401], [-7.24968, -1.90240, -4.18256], [-6.30241, -2.10589, -4.16665], [-7.57258, -2.22400, -3.32740], [-1.01568, 2.57577, 4.94844], [-0.53740, 3.38441, 5.18581], [-1.80237, 2.59459, 5.51392], [4.77748, 3.35807, -1.46027], [4.53784, 2.49177, -1.09820], [4.41955, 3.34261, -2.36063], [2.68110, -0.31534, 1.38111], [3.17550, -0.22155, 0.55299], [3.19528, -0.96094, 1.88886], [3.56237, -1.89796, -2.99428], [3.32273, -2.76425, -2.63221], [3.20444, -1.91342, -3.89464], [-3.26199, -2.66864, -6.17055], [-3.88051, -1.92652, -6.09515], [-3.76502, -3.34495, -6.64862], [1.15442, 3.42766, 3.43424], [2.04119, 3.58535, 3.07679], [1.29977, 2.78745, 4.14698], [5.21171, -0.92757, 0.17490], [5.74633, -0.74219, -0.61175], [5.18649, -0.08093, 0.64561], [1.47287, 5.57049, -2.36679], [0.85435, 6.31261, -2.29139], [0.96985, 4.89418, -2.84486], [-0.99941, -6.68059, 3.57132], [-0.23287, -7.17006, 3.23690], [-0.80053, -6.54728, 4.51029], [4.62510, -3.61663, -5.25305], [5.10003, -3.49104, -4.41779], [5.28957, -4.00060, -5.84469], [-3.91053, 2.70776, 6.05918], [-4.52905, 3.44988, 6.13457], [-4.41356, 2.03145, 5.58111], [2.65842, 3.28630, 6.08429], [3.10130, 4.13486, 5.93330], [2.32377, 3.35501, 6.99109], [-2.61034, -9.24893, 4.54808], [-2.16745, -8.40037, 4.39709], [-2.94498, -9.18022, 5.45487], [6.62973, 0.16682, -2.42853], [5.81980, -0.35657, -2.52375], [7.08101, 0.05655, -3.27893], [8.33936, 0.52110, -0.03737], [8.09972, -0.34520, 0.32470], [7.98143, 0.50563, -0.93772]], "forces_ev_per_angstrom": [[0.447, -0.298, 0.051], [-2.330, 0.928, -3.168], [-0.275, 2.461, -0.323], [3.332, -0.769, 3.776], [0.875, 2.017, 0.968], [1.172, -0.396, -0.288], [0.095, 0.260, 0.751], [1.884, 4.083, -3.199], [-1.914, -4.702, 3.143], [-3.046, 0.123, -1.887], [1.665, 0.389, 3.346], [-2.119, -1.097, 1.196], [-0.639, 0.796, -2.791], [0.865, -2.185, -0.510], [0.021, -0.365, -0.014], [0.940, -2.562, 0.209], [-1.429, -0.552, -1.620], [0.044, 1.261, 0.756], [0.709, 0.772, -0.711], [-0.120, 0.205, 0.292], [0.134, -0.033, -0.177], [-0.007, -0.320, -0.193], [-0.395, -0.197, -0.155], [0.272, 0.174, 0.109], [-0.045, 0.108, 0.230], [0.413, -0.055, 0.091], [-0.181, -0.117, -0.333], [-0.149, 0.143, 0.025], [0.020, -0.207, -0.473], [0.077, 0.076, 0.227], [-0.032, -0.020, 0.152], [0.359, -0.071, -0.122], [-0.206, -0.050, 0.314], [-0.067, -0.044, -0.140], [0.055, -0.032, 0.184], [-0.249, -0.078, 0.242], [0.186, 0.084, -0.362], [0.004, 0.514, 0.724], [-0.085, -0.199, -0.229], [-0.088, -0.035, -0.096], [0.000, -0.186, -0.220], [-0.116, 0.214, -0.193], [0.083, 0.054, 0.409], [0.272, -0.254, 0.338], [-0.360, 0.054, -0.014], [-0.271, 0.186, -0.184], [-0.108, -0.120, -0.118], [0.042, 0.320, 0.032], [0.184, -0.031, 0.127], [-0.477, -0.088, 0.018], [0.231, -0.176, -0.037], [0.199, 0.221, 0.096], [0.358, -0.063, -0.092], [-0.317, -0.056, 0.093], [0.045, 0.157, -0.141], [0.218, 0.197, -0.208], [-0.014, 0.005, 0.421], [0.160, -0.150, -0.117], [-0.385, 0.149, -0.150], [0.251, -0.266, -0.028], [0.007, -0.013, 0.181], [0.206, -0.286, 0.408], [-0.231, 0.166, -0.041], [-0.017, 0.142, -0.299], [0.470, -0.076, 0.137], [-0.178, 0.018, -0.237], [-0.310, 0.111, 0.123], [-0.414, 0.048, -0.120], [0.303, -0.213, -0.001], [0.235, 0.076, 0.055], [0.014, 0.334, 0.362], [-0.154, -0.288, -0.027], [0.111, -0.105, -0.306], [0.039, 0.290, 0.476], [-0.130, -0.144, -0.238], [0.068, -0.119, -0.345], [-0.151, -0.369, -0.363], [0.073, 0.167, -0.184], [-0.092, 0.087, 0.271], [-0.110, -0.378, -0.015], [0.116, 0.314, -0.089], [-0.045, 0.055, 0.230]], "lowdin_charge": [-0.1261, -0.5814, 0.6859, -0.5741, 0.6734, -0.1827, -0.1928, 0.7443, -0.3900, -0.2085, -0.1960, 0.1072, 0.0956, 0.1005, 0.0680, 0.1191, 0.1191, 0.0996, 0.0385, -0.0967, 0.0055, -0.0933, -0.0768, 0.0459, -0.0444, -0.0784, -0.0379, 0.0423, -0.0504, 0.0351, 0.0278, -0.0741, 0.0385, -0.0021, -0.0784, -0.0089, 0.0357, -0.0848, 0.0438, 0.0190, -0.0745, -0.0061, 0.0333, -0.0823, -0.0312, 0.0334, -0.0496, 0.0601, 0.0478, -0.0636, 0.0410, 0.0444, -0.0761, 0.0505, 0.0139, -0.0517, 0.0041, 0.0561, -0.0719, 0.0333, -0.0031, -0.0454, 0.0663, 0.0567, -0.0701, 0.0269, 0.0454, -0.0538, 0.0512, 0.0452, -0.0584, 0.0486, 0.0460, -0.0679, -0.0091, 0.0371, -0.0434, 0.0284, 0.0695, -0.0705, 0.0296, -0.0073]}


3.
{"formula": "C4H9NO2", "method": "ωB97M-V/def2-TZVPD", "e_tot_ha": -363.06367, "gap_ev": 10.267, "de_lowest_kcal_mol": 13.7, "smiles": "NC(=O)CCCO", "charge": 0, "e_lumo_ev": 0.687, "symbols": ["N", "C", "O", "C", "C", "C", "O", "H", "H", "H", "H", "H", "H", "H", "H", "H"], "positions_angstrom": [[1.73551, 0.12398, 1.52348], [1.28556, -1.05474, 0.99704], [1.50516, -2.13372, 1.51718], [0.48385, -0.88028, -0.28124], [-0.92370, -0.31333, -0.00671], [-1.33863, 0.70487, -1.05368], [-0.43554, 1.79606, -0.94833], [2.17076, 0.10291, 2.43247], [1.45155, 1.01083, 1.13559], [1.02204, -0.18686, -0.93748], [0.42948, -1.85267, -0.77509], [-1.66208, -1.11997, 0.03964], [-0.94678, 0.19286, 0.96644], [-1.29646, 0.25418, -2.05794], [-2.37351, 1.03195, -0.87304], [-0.60662, 2.40836, -1.67301]], "forces_ev_per_angstrom": [[0.006, -0.046, 0.086], [-0.007, -0.025, 0.004], [-0.053, 0.305, -0.132], [0.034, -0.086, -0.052], [-0.054, 0.033, 0.065], [-0.240, -0.347, -0.001], [-0.001, 0.255, -0.188], [-0.053, 0.010, -0.116], [0.039, -0.164, 0.028], [-0.047, -0.099, 0.102], [0.002, 0.124, 0.075], [0.096, 0.102, -0.015], [0.000, -0.081, -0.122], [0.025, 0.095, 0.140], [0.181, -0.024, -0.018], [0.072, -0.051, 0.143]], "lowdin_charge": [0.1571, -0.5528, 0.0444, -0.1161, -0.1774, -0.2795, -0.0782, 0.1080, 0.0975, 0.1142, 0.1198, 0.1187, 0.1164, 0.1215, 0.1164, 0.0902]}


4.
{"formula": "C3H8IN", "method": "ωB97M-V/def2-TZVPD", "e_tot_ha": -471.46186, "gap_ev": 8.525, "de_lowest_kcal_mol": 32.8, "charge": 0, "e_lumo_ev": -0.140, "symbols": ["C", "C", "C", "N", "I", "H", "H", "H", "H", "H", "H", "H", "H"], "positions_angstrom": [[0.09165, -1.39163, 0.10785], [1.15468, 0.91306, -0.00704], [-0.08727, 0.07480, -0.16955], [-1.16115, 0.64616, 0.54677], [-3.04555, -0.10480, 0.20870], [0.96036, -1.77934, -0.41150], [0.22003, -1.54218, 1.18209], [-0.78429, -1.95286, -0.20842], [1.39570, 0.97227, 1.05626], [1.01390, 1.92230, -0.38531], [1.99338, 0.45820, -0.52607], [-0.53706, 0.13866, -1.76097], [-1.21439, 1.64535, 0.36718]], "forces_ev_per_angstrom": [[-0.127, 0.025, 0.004], [-0.070, -0.027, 0.040], [-1.234, -0.127, -3.915], [-0.462, 0.392, 0.506], [0.433, 0.176, 0.002], [0.097, -0.040, -0.099], [0.063, 0.006, 0.084], [0.018, -0.068, 0.003], [0.069, 0.005, 0.071], [-0.017, 0.074, -0.030], [0.014, -0.012, -0.085], [1.323, -0.201, 3.405], [-0.107, -0.204, 0.014]], "lowdin_charge": [-0.1426, -0.0974, -0.6535, -0.5162, 0.7796, 0.0751, 0.0883, 0.0243, 0.0878, 0.0731, 0.0775, 0.1762, 0.0277]}